{
  "formula": "C10H15NS",
  "method": "ωB97M-V with the def2-TZVPD basis set",
  "multiplicity": 3,
  "total_charge": 0,
  "e_above_lowest_kcal_mol": 48.6,
  "total_energy_ha": -842.67344,
  "fmax_ev_per_a": 3.57,
  "homo_lumo_gap_ev": [5.5, 7.0],
  "symbols": ["C", "H", "H", "H", "N", "H", "C", "C", "S", "C", "C", "C", "C", "H", "H", "C", "H", "H", "H", "H", "H", "H", "H", "H", "C", "H", "C"],
  "positions_angstrom": [[0.38351, 0.45153, 0.83484], [-2.73710, 3.84832, 0.43996], [1.57741, -1.20317, 0.47804], [-0.94617, 0.44789, -2.35917], [-1.30655, -0.96933, -0.21376], [-2.14577, -3.32495, 1.21910], [2.91562, 0.47809, 0.35888], [-2.22999, 2.95917, 0.01983], [-3.73276, 0.61736, 0.52171], [4.15686, -0.37610, 0.11288], [-0.05788, 0.47837, -1.64820], [1.81025, -0.14966, 0.65085], [-2.34420, -1.46953, 0.17067], [0.38286, 1.54706, 1.00039], [-1.15087, 3.01228, 0.06240], [-0.45962, 0.01213, -0.29146], [-3.67516, -3.01632, 0.24574], [0.10043, 1.43491, -1.32863], [-2.22826, -3.56301, -0.51830], [5.05248, -0.07549, 0.67171], [0.69270, -0.06531, -2.25138], [2.90163, 1.53253, 0.15804], [4.00419, -1.38283, 0.17979], [0.16909, 0.03814, 1.87182], [-2.59948, -2.93189, 0.30775], [4.32954, -0.18776, -0.88581], [-2.86276, 1.85756, 0.19231]],
  "nbo_charge": [-0.50, 0.25, 0.19, 0.22, -0.50, 0.24, -0.19, -0.63, 0.18, -0.62, -0.66, -0.17, 0.37, 0.21, 0.23, 0.22, 0.23, 0.22, 0.22, 0.21, 0.22, 0.20, 0.21, 0.24, -0.72, 0.21, -0.09]
}

{
  "formula": "C28H21F5N7O3RuS4",
  "method": "ωB97M-V with the def2-TZVPD basis set",
  "multiplicity": 2,
  "total_charge": 0,
  "e_above_lowest_kcal_mol": 0.0,
  "total_energy_ha": -3875.66461,
  "fmax_ev_per_a": 0.57,
  "homo_lumo_gap_ev": [7.3, 6.5],
  "symbols": ["C", "C", "H", "C", "O", "C", "C", "F", "H", "C", "C", "C", "C", "H", "C", "H", "F", "C", "C", "C", "H", "C", "H", "C", "N", "C", "H", "O", "S", "H", "S", "N", "C", "C", "H", "C", "H", "F", "N", "H", "H", "N", "C", "F", "C", "H", "O", "S", "C", "N", "H", "H", "H", "C", "S", "C", "N", "N", "C", "C", "H", "H", "F", "H", "H", "C", "H", "Ru", "C"],
  "positions_angstrom": [[-0.48170, -0.35039, 5.73014], [2.56308, -4.65371, 0.17115], [3.54822, -2.78265, 0.64170], [-0.27397, 2.14618, 1.45682], [-0.50313, -1.86391, -3.00444], [-2.39429, 3.48870, -4.67072], [-1.52857, -1.22880, 5.47321], [-4.25078, 1.18053, -6.74736], [-3.21072, -1.86215, 2.05098], [0.60008, -3.13048, -0.95753], [-3.53552, 1.66260, -5.73214], [-3.17582, 0.84151, -4.67827], [-2.42924, 1.37670, -3.64783], [-2.21904, -2.19817, 8.64465], [2.24618, 2.02472, -2.33170], [2.23502, 0.57844, -5.87541], [-2.03593, 4.77386, -4.70807], [2.26376, 1.00423, -4.88311], [-2.01054, 2.69605, -3.59123], [-2.14646, -1.89005, 6.53068], [-0.33712, -0.65078, 9.10821], [-0.05900, -0.15690, 7.03683], [0.76413, 0.51995, 7.22772], [1.17924, 0.85679, -4.03883], [-0.51452, 2.41407, 2.75813], [1.61677, -1.02189, -0.45727], [-0.42137, -4.96160, -1.44754], [-1.75146, -1.92853, -0.89871], [-1.58968, 1.44490, 0.54051], [0.27999, 2.63781, 3.33419], [-1.06781, 3.34742, -2.26238], [-2.21218, -1.80899, 1.94515], [-1.40148, -1.53805, 2.97887], [2.69858, -3.27262, 0.18576], [1.37161, -6.34026, -0.40740], [1.69228, -2.51725, -0.38522], [0.30045, 0.29280, -4.32864], [-3.48024, 3.78317, -6.73838], [1.04033, 2.17787, -0.34466], [-1.29886, 1.96428, 3.19669], [0.01012, 0.15195, 4.91183], [1.16803, 1.36917, -2.81183], [1.45156, -5.26118, -0.41034], [-2.10337, 0.53344, -2.62144], [-0.67478, -0.81193, 8.09321], [-3.01333, -1.75212, 4.17810], [2.52495, -0.28934, -0.12436], [0.23776, -1.32439, 2.75592], [3.37148, 2.19772, -3.12635], [-2.05379, -1.44344, 4.17828], [2.89566, 3.84504, 0.50784], [3.32797, -5.27244, 0.62183], [4.23750, 2.71076, -2.73830], [3.27677, 3.11767, -0.20403], [-0.46992, -1.87789, -1.56514], [-3.14076, 2.99043, -5.72253], [0.42076, -0.62300, -1.01253], [0.90462, 2.46701, 0.98182], [2.14783, 2.48375, -0.93540], [0.44502, -4.50150, -0.99205], [4.24135, 1.82640, -5.04701], [-2.95686, -2.58107, 6.32746], [-3.54770, -0.43429, -4.66247], [3.97702, 3.60412, -0.87774], [3.80055, 2.34284, 0.36179], [-1.72722, -1.67692, 7.83375], [-1.83011, -1.81802, 1.00466], [-0.36444, 1.27890, -1.36381], [3.37308, 1.69290, -4.41571]],
  "nbo_charge": [-0.19, -0.19, 0.24, 0.31, -0.95, 0.33, 0.15, -0.28, 0.38, -0.24, 0.25, 0.32, 0.27, 0.21, 0.19, 0.23, -0.29, -0.24, -0.27, -0.25, 0.21, -0.21, 0.21, 0.09, -0.77, 0.69, 0.23, -0.96, 0.00, 0.41, -0.03, -0.79, 0.30, -0.15, 0.22, -0.13, 0.23, -0.28, -0.11, 0.41, 0.23, -0.41, -0.19, -0.29, -0.23, 0.39, -0.61, -0.29, -0.22, -0.61, 0.26, 0.22, 0.23, -0.67, 2.31, 0.28, -0.90, -0.42, 0.26, -0.21, 0.23, 0.21, -0.28, 0.22, 0.26, -0.20, 0.45, 0.60, -0.14]
}

{
  "formula": "C6H15NO2",
  "method": "ωB97M-V with the def2-TZVPD basis set",
  "multiplicity": 1,
  "total_charge": 0,
  "smiles": "CCC(N)=O.CC(C)O",
  "e_above_lowest_kcal_mol": 17.9,
  "total_energy_ha": -442.85273,
  "fmax_ev_per_a": 1.84,
  "homo_lumo_gap_ev": 10.8,
  "symbols": ["H", "H", "H", "H", "C", "H", "C", "H", "H", "H", "C", "N", "H", "H", "C", "H", "C", "H", "H", "H", "C", "O", "H", "O"],
  "positions_angstrom": [[0.38378, -0.45939, 0.57390], [-0.95199, 2.89390, 0.16304], [0.00472, -0.32577, -2.70966], [0.72569, 3.18524, 0.02277], [-1.05823, -0.15429, -2.54019], [2.21302, -0.80517, 2.38150], [0.04999, 1.61710, -1.11117], [1.91242, -2.50563, 0.55745], [0.31412, -2.95551, 0.02553], [0.74314, -3.37784, 1.61291], [0.87534, -2.56074, 0.89480], [-0.10304, 2.76048, -0.35975], [-1.55933, 0.02571, -3.47877], [-1.41651, -2.12574, 1.37257], [-1.25055, 1.09059, -1.69411], [-1.93360, 0.93254, -0.85172], [1.13664, -0.79092, 2.58560], [-1.73172, 1.91102, -2.22439], [-1.36374, -1.05820, -2.00803], [0.92186, 0.26372, 2.78167], [0.33751, -1.21999, 1.35081], [1.15225, 1.16915, -1.33148], [0.85404, -1.37193, 3.45128], [-1.01427, -1.37675, 1.81843]],
  "nbo_charge": [0.18, 0.39, 0.24, 0.40, -0.62, 0.21, 0.69, 0.22, 0.20, 0.21, -0.64, -0.84, 0.21, 0.47, -0.52, 0.22, -0.62, 0.23, 0.21, 0.21, 0.09, -0.61, 0.22, -0.73]
}

{
  "formula": "C7H13N3O4",
  "method": "ωB97M-V with the def2-TZVPD basis set",
  "multiplicity": 1,
  "total_charge": 0,
  "smiles": "C[C@H](NC(=O)[C@@H](N)CC(N)=O)C(=O)O",
  "e_above_lowest_kcal_mol": 55.8,
  "total_energy_ha": -739.75362,
  "fmax_ev_per_a": 8.22,
  "homo_lumo_gap_ev": 9.5,
  "symbols": ["O", "N", "H", "H", "H", "H", "C", "C", "C", "H", "N", "H", "O", "H", "H", "H", "O", "H", "C", "C", "H", "H", "O", "N", "H", "C", "C"],
  "positions_angstrom": [[-1.26949, -1.90390, 0.95329], [-1.75086, -1.56783, -1.91902], [-2.78214, 1.03843, -1.00224], [1.23578, -1.98269, 1.11669], [-0.97010, -1.04558, -1.82585], [2.43023, -0.41769, 2.01820], [-2.90150, -1.07244, -1.35754], [-2.55724, 0.16119, -0.44805], [1.84686, -0.01693, 1.18718], [0.09205, 1.66868, -1.06457], [0.87769, -1.02875, 0.80368], [3.21832, -0.97834, -0.12812], [0.31095, 1.28878, 2.46045], [2.61426, 0.47133, -0.90882], [1.19464, 3.02590, 1.45633], [0.70967, 0.23776, -1.35451], [1.87580, 2.38021, 1.25301], [3.81321, 0.52285, 0.41658], [-0.55636, -0.94913, 0.72033], [2.87138, 0.06158, 0.04047], [-1.02356, 1.11717, 0.81728], [-2.03518, -2.07169, -2.87528], [-4.04442, -1.38438, -1.44615], [-0.17429, 0.72477, -1.07389], [-3.24028, 0.06864, 0.40027], [1.29496, 1.29453, 1.70245], [-1.08038, 0.35751, 0.05781]],
  "nbo_charge": [-0.56, -0.83, 0.22, 0.41, 0.39, 0.23, 0.72, -0.51, -0.15, 0.37, -0.66, 0.22, -0.61, 0.21, 0.50, 0.39, -0.65, 0.22, 0.70, -0.61, 0.24, 0.40, -0.59, -0.90, 0.24, 0.78, -0.17]
}